11 unconnected molecules or ions with the total composition C18H58N12O11. Source: OMol25; level of theory: ωB97M-V/def2-TZVPD.

XYZ file:
```
99
Properties=species:S:1:pos:R:3:forces:R:3
C 20.216937 -11.740577 25.436916 -0.5693 -0.2014 0.3494
C 19.653033 -12.445860 24.208941 0.6818 -0.2925 0.9711
O 18.394889 -13.078411 24.495839 -0.1311 0.6229 -0.1479
H 21.191492 -11.284969 25.264519 -0.0501 0.0617 -0.3007
H 20.370763 -12.489420 26.217868 -0.1219 0.1095 0.1069
H 19.528025 -10.980185 25.811071 0.1254 0.0616 0.0430
H 20.368467 -13.257778 24.040207 -0.0299 0.1678 -0.8324
H 19.534467 -11.752250 23.381921 0.1480 -0.2670 -0.1664
H 17.860323 -12.885185 23.715515 -0.0336 -0.1836 -0.0572
C 16.068949 -10.839903 20.552021 0.1413 -0.4306 0.3300
C 16.754630 -12.098868 21.091543 -0.6423 0.4865 -0.6401
O 18.048110 -11.756439 21.565943 -0.7266 -1.7102 1.3408
H 16.542820 -10.612264 19.595820 -0.5375 0.4599 0.4805
H 16.212652 -10.029532 21.267865 -0.0294 -0.0365 -0.0258
H 14.993869 -10.966994 20.426377 -0.0091 -0.1477 -0.1573
H 16.865515 -12.843658 20.300280 -0.1301 -0.1107 -0.0533
H 16.120426 -12.526791 21.868090 0.4640 -0.1156 0.4480
H 18.458416 -11.173769 20.916878 -0.5590 -2.1336 -0.0568
C 21.443301 -6.208111 16.789496 -0.8192 0.6013 -0.2964
C 21.322067 -6.680873 18.208897 0.6842 -0.5134 0.5992
O 22.142616 -7.830476 18.461299 -0.2144 0.1299 -0.1755
H 20.872218 -5.272609 16.752263 0.1156 0.0408 -0.1205
H 20.964088 -6.845130 16.046114 0.2134 -0.3285 0.1211
H 22.458089 -5.964578 16.480932 0.1063 -0.2337 0.1620
H 20.298331 -6.938668 18.494780 -0.1443 0.2928 -0.2647
H 21.672433 -5.867152 18.854470 -0.1629 0.0544 0.1090
H 21.833353 -8.233949 19.283927 0.2660 -0.1977 -0.0808
C 20.092759 -13.263323 19.031931 0.2160 -0.4089 -0.6371
O 18.985854 -12.874761 18.670079 -0.2306 0.1108 0.3374
N 21.226873 -12.592254 18.692531 -0.8804 -0.2553 0.2355
N 20.281474 -14.430077 19.710208 -0.1246 0.5416 -0.0432
H 22.141352 -12.895910 18.981564 0.2467 0.5234 -0.1177
H 21.028452 -11.766006 18.156827 0.5553 -0.0230 -0.2592
H 19.457043 -14.954528 19.933251 0.1082 -0.1858 0.0442
H 21.204007 -14.812324 19.786215 -0.0840 -0.2398 0.1979
C 15.632830 -10.127344 24.339053 -0.2575 0.8309 1.2855
O 15.233671 -8.974333 24.068724 0.4214 -0.4826 -0.2853
N 16.826344 -10.347510 24.913678 -0.2906 -0.5542 -0.5446
N 14.764700 -11.174141 24.209074 -0.0147 0.4605 -0.5139
H 17.465146 -9.568393 25.019825 0.0333 0.1468 0.2765
H 17.078475 -11.283073 25.192065 0.3412 0.0818 -0.0728
H 13.838133 -10.822583 24.035318 -0.1355 -0.4544 -0.0146
H 14.894684 -12.072395 24.634871 0.0692 0.0267 0.0883
C 16.033196 -7.301593 20.835613 -1.0829 -0.0061 -0.0015
O 15.886474 -6.888434 19.694325 0.2581 0.2182 0.0350
N 17.240584 -7.750860 21.285394 0.5742 0.2542 -0.3462
N 15.008856 -7.373091 21.730361 0.1415 -0.1374 0.6497
H 17.478861 -8.030019 22.220351 -0.3113 0.1456 0.1313
H 17.979225 -7.529666 20.643411 0.1649 -0.1307 0.1413
H 15.084657 -7.955324 22.561124 0.0107 0.0907 -0.1152
H 14.081321 -7.128298 21.440894 0.0886 0.0066 -0.3842
C 24.792507 -11.512126 20.108004 1.0817 -0.6186 0.7353
O 23.824412 -12.030978 19.561314 0.2644 0.1887 -0.1487
N 26.079951 -11.759450 19.688132 -0.7910 -0.2203 -0.1803
N 24.691392 -10.811976 21.274663 -1.1908 -0.1074 -0.7306
H 26.844209 -11.153412 19.913659 0.0784 -0.0205 -0.0696
H 26.118860 -12.384029 18.902531 0.3588 0.2067 -0.1425
H 25.460570 -10.346194 21.713777 0.0354 0.1255 -0.0882
H 23.731414 -10.487206 21.364940 0.2247 0.3122 0.4445
C 21.938309 -4.751822 25.491492 -1.5909 -0.0602 -0.8356
O 21.773308 -5.804739 26.079324 0.4549 0.2929 0.3012
N 22.247209 -4.686282 24.155921 0.4787 0.4030 0.0935
N 21.600599 -3.511599 26.001879 0.4235 -0.2439 0.1624
H 22.327684 -5.498083 23.574318 0.0877 -0.2080 0.3187
H 22.307879 -3.789099 23.714677 0.0400 -0.0531 -0.2007
H 21.655800 -2.693705 25.426115 -0.0631 0.0577 0.0328
H 21.068320 -3.448222 26.849223 0.1976 -0.1643 0.1543
C 17.984136 -6.807126 25.615794 -0.4907 -0.3333 -1.2661
O 18.342744 -7.989325 25.656636 -0.1054 0.5190 0.5969
N 18.776991 -5.781714 26.029422 0.6046 -0.5320 0.5855
N 16.758408 -6.446819 25.092785 0.7277 -0.1482 0.5750
H 19.676376 -6.080526 26.388518 0.0679 0.1733 -0.3163
H 18.728614 -4.848932 25.665447 -0.3433 0.0022 -0.0032
H 16.733771 -5.579096 24.588048 -0.4639 -0.0165 -0.0190
H 16.165298 -7.225588 24.831921 -0.0147 0.0998 -0.4412
C 17.969179 -10.213512 15.712766 0.6916 0.1498 -0.4890
C 18.164105 -9.976519 17.202697 -2.0127 0.6606 -0.6964
C 17.792226 -8.529574 17.573767 0.1950 -0.7541 -0.6117
O 17.194245 -10.757106 17.928322 1.5507 -0.5148 -0.6048
H 18.542574 -9.431265 15.199458 0.0431 -0.2442 -0.2246
H 16.947411 -10.149533 15.339897 -0.1702 0.1506 0.4997
H 18.345987 -11.193182 15.407811 0.1046 0.0534 0.0321
H 19.209026 -10.229109 17.409491 -0.1264 -0.0438 0.5277
H 16.878658 -8.253322 17.043319 -0.0033 -0.0638 -0.0120
H 18.574841 -7.848104 17.234218 -0.0232 0.1934 0.4846
H 17.516962 -8.520087 18.625412 0.4518 0.4943 0.0485
H 17.657233 -11.580678 18.151706 -0.2143 -0.2478 -0.0458
C 20.732860 -9.218910 22.479053 2.3111 1.0391 0.1750
C 20.679132 -10.111674 21.284656 -0.4417 -3.4004 -1.5769
C 19.469397 -9.919403 20.384037 0.1781 1.8689 0.4261
O 21.868783 -10.130467 20.479887 0.9733 2.2122 0.8568
H 19.882651 -9.216235 23.149380 -0.3693 0.0025 -0.2825
H 21.083465 -8.212258 22.209071 -0.9604 0.2610 -0.3202
H 21.611099 -9.444683 23.100235 -0.2611 -0.7411 0.0722
H 20.661140 -11.164711 21.613032 -0.4907 0.2366 0.4924
H 19.313220 -10.531469 19.495926 0.8050 -0.1778 0.0325
H 19.481140 -8.866660 20.083489 -0.2897 -0.1101 -0.2309
H 18.588204 -10.109038 21.004708 0.5237 2.9681 -0.1974
H 21.823682 -10.684988 19.696672 -0.3896 -0.3929 0.3141
```
Positions in Å, forces in eV/Å.

Values from the calculation:
- Gap between HOMO and LUMO: 9.32 eV
- Calculated total energy: -60015.12031 eV
- SMILES: NC(N)=O.NC(N)=O.NC(N)=O.NC(N)=O.NC(N)=O.NC(N)=O.CC(C)O.CC(C)O.CCO.CCO.CCO

A molecular structure, C21H20N6O6STa. Source: OMol25; level of theory: ωB97M-V/def2-TZVPD.

XYZ file:
```
55
Properties=species:S:1:pos:R:3:forces:R:3
Ta -0.524683 1.199871 -0.687855 -0.4037 -0.3643 0.2530
C -5.250017 -1.567876 0.339283 0.0050 0.0070 0.0500
C -4.376018 -1.226260 1.359642 -0.0148 0.0036 -0.0161
C -3.042342 -0.967613 1.073202 0.0016 -0.0221 -0.0630
C -2.592522 -1.055506 -0.235409 -0.1853 0.0683 0.2600
C -3.465205 -1.386812 -1.264512 -0.0311 0.0147 0.0303
C -4.792952 -1.645970 -0.970458 -0.0020 0.0011 -0.0353
N -1.217942 -0.760602 -0.515101 0.2953 0.2225 -0.3003
C -0.456628 -1.781542 -1.000851 0.0967 -0.1338 -0.2308
C -0.862802 -3.133051 -1.103145 -0.0127 -0.0119 0.2487
C 0.007738 -4.074246 -1.585872 -0.0868 0.0019 0.0341
C 1.316792 -3.751586 -2.008268 0.0750 0.0813 -0.0007
C 1.735188 -2.453350 -1.950534 0.0115 -0.0917 -0.0200
C 0.841796 -1.476919 -1.467764 -0.0031 0.0445 0.0170
N 1.147435 -0.150255 -1.376200 -0.1761 0.0647 0.1543
N 2.300435 0.263291 -1.665873 0.0872 -0.1438 -0.0693
C 2.427878 1.629203 -1.464376 -0.0581 -0.0200 0.0110
C 3.652510 2.238523 -1.681688 -0.0604 0.0641 0.0245
C 3.757011 3.594821 -1.433741 -0.0307 -0.0406 -0.0024
C 2.643258 4.291258 -0.977582 -0.0046 0.0295 0.0062
C 1.453081 3.620607 -0.798223 -0.0019 -0.0067 -0.0222
N 1.338889 2.301314 -1.041429 0.2719 0.2542 -0.0485
H -6.289687 -1.766843 0.561589 0.0032 0.0020 -0.0034
H -4.729590 -1.158631 2.379844 -0.0035 -0.0028 -0.0060
H -2.348695 -0.700247 1.861607 0.0156 -0.0089 -0.0091
H -3.108974 -1.418105 -2.287161 0.0245 -0.0007 0.0083
H -5.479022 -1.896105 -1.768780 0.0076 -0.0030 0.0011
H -1.847930 -3.423883 -0.770734 -0.0054 0.0150 -0.0111
H -0.321517 -5.103822 -1.644820 -0.0019 0.0061 0.0046
H 1.966809 -4.527478 -2.386685 0.0126 0.0150 -0.0076
H 2.717932 -2.148625 -2.281433 -0.0034 -0.0097 -0.0033
H 4.481109 1.640919 -2.030808 -0.0072 -0.0126 -0.0007
H 4.695873 4.107431 -1.592677 0.0030 0.0006 -0.0008
H 2.687184 5.350793 -0.772627 0.0013 -0.0063 -0.0017
H 0.557950 4.125483 -0.468132 0.0138 0.0168 0.0012
C 2.644024 -0.450007 3.664137 0.0541 0.0173 0.0336
C 1.700540 -0.351929 2.510551 -0.0247 -0.1065 -0.1160
N 1.591732 -1.187426 1.551253 -0.0100 0.0562 -0.0317
O 2.481311 -2.229059 1.622300 0.0161 0.0597 0.0563
C 0.749431 0.793523 2.434717 0.0924 -0.1549 -0.2304
C 0.395763 1.561077 3.658333 -0.0831 -0.0162 0.0323
N 0.265013 1.061527 1.286802 0.0854 0.1144 -0.0374
O -0.681751 2.041535 1.099022 -0.1730 -0.1003 -0.0226
H 3.374080 -1.232805 3.489288 0.0073 -0.0043 0.0073
H 2.102725 -0.683456 4.583095 -0.0017 0.0080 -0.0041
H 3.165647 0.495197 3.817708 -0.0015 -0.0032 0.0092
H 2.291051 -2.752917 0.832251 -0.0543 0.0323 0.0360
H 0.005512 0.873761 4.411177 -0.0100 0.0232 0.0141
H -0.345773 2.322238 3.439065 0.0010 0.0099 0.0217
H 1.286470 2.026521 4.081920 0.0093 0.0077 -0.0157
O -1.102812 1.179640 -2.703523 0.0292 0.0198 -0.3940
S -2.126250 2.261464 -2.270711 0.4930 -0.2214 0.4179
O -3.039413 2.729143 -3.227637 -0.0087 0.0160 0.0167
O -2.629608 1.556536 -1.018156 -0.2329 -0.0045 -0.0500
O -1.150037 3.197248 -1.604022 -0.0209 0.2127 0.0048
```
Positions in Å, forces in eV/Å.

Values from the calculation:
- Gap between HOMO and LUMO: 5.97 eV
- Calculated total energy: -55708.97074 eV
- Total charge: +1

C7H14Si in the gas phase. Source: OMol25; level of theory: ωB97M-V/def2-TZVPD.

XYZ file:
```
22
Properties=species:S:1:pos:R:3:forces:R:3
C -2.419858 0.035615 -2.366227 0.6665 -0.2260 1.6866
C 0.281681 -1.447276 -1.798124 -0.8989 2.7556 4.0325
C -1.834881 -0.110616 -1.146697 -2.1071 0.9370 0.1675
C -0.490765 -0.587561 -0.901112 3.0629 -3.0918 -3.7518
C 2.306643 -0.059956 0.107016 -1.0241 0.9663 -0.6154
C 0.083807 -0.848409 2.078515 0.5401 1.4896 -0.0686
C -0.192476 2.004007 0.836299 -0.6484 -3.0288 2.6547
Si 0.470378 0.146073 0.494143 0.3244 1.2399 1.7471
H -3.351243 0.539367 -2.554850 -0.3122 -0.0329 0.3524
H -1.932349 -0.347743 -3.236397 0.4453 -0.0501 -0.4331
H 1.364570 -1.616962 -1.531132 -1.4541 0.1268 -0.3995
H -0.061579 -1.986674 -2.650476 -0.6118 -0.1309 -0.4684
H -2.358284 0.283047 -0.187054 0.6484 -0.5824 -1.8746
H 2.542041 -1.029339 0.496842 0.4550 -0.7881 -0.3577
H 2.440676 0.102668 -0.985466 0.3144 -0.4303 0.8200
H 2.910915 0.641758 0.652252 0.2717 0.4647 0.2272
H 0.426005 -0.481394 3.055419 0.2080 0.2010 -0.4205
H -0.960237 -0.912867 2.162539 -1.8515 0.2567 0.1372
H 0.330476 -1.861770 2.013202 0.9461 -1.6821 -0.3062
H -0.787194 1.888651 1.882907 1.4110 0.5315 -2.3671
H 0.535603 2.784030 0.893315 0.3968 0.4168 0.0353
H -0.915451 2.155222 0.080423 -0.7823 0.6576 -0.7978
```
Positions in Å, forces in eV/Å.

Values from the calculation:
- Gap between HOMO and LUMO: 8.95 eV
- Calculated total energy: -15362.00416 eV
- SMILES: C=CC(=C)[Si](C)(C)C

Per-record energy relative to the best compared isomer or geometry (same formula, charge and spin), kcal per mole: 48.29, 0.00, 3.23
Per-record highest occupied orbital energy, eV: -9.2, -11.1, -8.6